[1]
53
Properties=species:S:1:pos:R:3 method="wB97M-V/def2-TZVPD" total_charge=-1 homo_ev="-2.9337 / -3.7366" gap_ev="4.66 / 5.46" e_lumo_ha="0.063 / 0.063" spin_multiplicity=3
C -3.05846 4.86447 0.34604
S -1.89736 -2.21687 0.07287
H -5.64179 2.55568 0.90505
H 1.80465 -1.41449 2.83728
N 2.81050 -0.90005 -0.13078
N 1.06876 -6.67126 -2.94228
H 2.89781 0.96727 -1.09641
C -1.03551 -2.58287 -1.38378
S -1.07850 0.09412 -2.17314
C -1.90527 0.80217 2.23190
C 1.95838 -3.47397 -4.22940
H -0.98234 4.88160 0.35889
C -0.59891 -1.57167 -2.29659
C 0.83188 -3.22256 -3.40397
H 4.41968 -1.41129 1.11824
C 0.27558 -4.24720 -2.60436
H 1.61070 2.07577 0.58639
C -4.36390 4.35797 0.76503
C -4.64633 2.94348 1.09630
C 3.95959 -0.50552 0.72369
H -2.66891 0.15584 2.64796
H 2.38154 -2.68790 0.90978
H -0.52069 2.94662 1.57045
C 1.43790 0.99911 0.56907
C 1.87515 -1.75287 0.66895
H -0.99776 0.92037 2.81524
C 3.38427 0.39593 1.84848
H -1.06385 -4.68032 -0.99033
C -2.35970 1.93230 1.50514
H -3.07647 5.82018 -0.16133
N 1.93124 0.40475 1.81614
H 1.38203 0.08405 -1.38701
N -3.70867 1.88016 1.02189
N 2.93580 -3.62753 -4.82144
H 3.73884 1.42043 1.72837
C 2.13327 0.33941 -0.63449
H 3.70790 0.02989 2.82403
C 1.43459 -0.96212 1.91498
H -5.21861 4.92448 0.40137
H 0.71111 -1.14976 -3.93072
C -1.85246 4.28851 0.62762
O -4.22695 0.74994 0.71191
H 0.29940 0.80317 0.47985
H 0.34273 -0.93931 1.94432
O -4.54672 3.89725 2.12154
H 3.12769 -1.44382 -0.93250
Pd -1.55213 0.24785 0.22654
C -1.54761 3.06328 1.24344
C -0.65370 -3.90803 -1.62767
H 1.01173 -1.98192 0.05623
C 0.33388 -1.92501 -3.27461
C 0.70408 -5.59007 -2.78614
H 4.69192 0.02035 0.11196


[2]
54
Properties=species:S:1:pos:R:3 method="wB97M-V/def2-TZVPD" total_charge=+2 de_lowest_kcal_mol=39.3 homo_ev="-13.8981 / -14.0079" gap_ev="6.58 / 5.67" e_lumo_ha="-0.269 / -0.307"
C -0.27198 -2.64619 -3.94485
H 2.17635 3.48981 -0.02776
S -0.12491 -0.95047 -3.44022
N -3.12960 -1.16169 -2.73327
H -3.95534 0.67594 0.50775
C 0.80134 1.68467 2.37329
C -2.22306 -0.74682 -1.86139
H -0.24055 -7.30707 -4.47536
H -2.01034 -2.23868 -5.14689
H 0.05674 3.60136 1.64270
H -2.20464 -0.94793 5.07119
C -4.39653 -0.87627 -2.43651
H -2.44982 -2.66717 5.29479
H 0.18578 1.48926 3.23949
C -0.66971 -5.31435 -4.53630
C -0.53092 -2.16722 4.58831
H -2.37842 -4.63481 -5.70073
H 3.84344 -2.84442 4.33766
C 1.70806 -2.94018 4.34091
N -0.86510 -0.94841 -2.02917
N -0.69152 -2.08301 3.26124
N -2.48544 -0.12519 -0.69875
H -1.47963 -1.77488 6.47868
C -4.77446 -0.21075 -1.27902
O -0.79698 -0.17918 -4.43342
C 0.62207 -3.60939 -3.42036
C 0.44153 -4.92209 -3.71861
H -5.80697 0.01305 -1.06016
N 1.47591 -2.88361 3.00816
C -1.36574 -3.01377 -4.75747
C 0.76455 2.78920 1.58748
C -1.56107 -4.32474 -5.06160
C 0.68544 -2.55501 5.16427
C 2.63322 1.54925 0.95045
N -0.87227 -6.59257 -4.80704
O 1.25973 -0.73405 -3.12807
H 2.18364 -3.20744 2.35988
C 0.30225 -2.44339 2.46864
H 3.12890 -3.35670 5.87422
C 1.90433 2.72766 0.68837
C 3.04203 -3.42774 4.79403
H -5.13884 -1.20415 -3.15482
C -3.76024 0.14690 -0.41694
H 2.37422 0.04805 2.53524
H 0.81696 -2.57109 6.23595
H 1.45649 -3.27600 -2.81831
H -1.64070 -6.88885 -5.39200
H 3.18139 -4.47120 4.50434
H 1.12361 -5.67959 -3.35350
Pb -0.04161 0.12093 -0.03822
C 2.00003 0.90569 1.99367
H 3.56418 1.26533 0.48675
S 0.16833 -2.46107 0.74508
C -1.72490 -1.85995 5.42341


[3]
64
Properties=species:S:1:pos:R:3 method="wB97M-V/def2-TZVPD" total_charge=+2 de_lowest_kcal_mol=17.1 homo_ev="-14.7645 / -14.7644" gap_ev="5.53 / 3.33" e_lumo_ha="-0.339 / -0.420" spin_multiplicity=5
H 2.29330 2.78840 -2.69241
O 3.03508 7.84140 2.76328
H 0.87838 3.44238 -0.74682
O 1.92833 3.32684 -6.81196
C 2.52307 6.87731 2.35984
C -3.82219 -3.10045 0.95951
O -1.25592 3.39154 -1.99880
O -3.03439 -3.68529 0.02177
O -1.42977 -3.15709 -2.71336
O 2.66770 5.63691 2.89491
H 0.50912 5.18831 0.64033
O -0.85903 -5.29534 -3.11292
O -2.94298 -4.53315 -3.53475
C -1.75596 1.19376 -1.14544
O -3.10761 -2.74756 2.03915
H 2.72674 -5.68329 5.41957
H -1.31955 -4.69708 0.40795
H -2.62328 -1.73321 -3.57079
C -1.77231 -3.24679 1.92637
C -2.62636 -2.42289 -2.72407
H -1.95974 -0.71605 -0.16886
O 1.75367 1.52267 1.02226
H -4.33128 -3.04380 -3.76403
C -0.16084 0.26485 0.44761
C 2.00204 -4.88362 5.53328
H -4.28704 -3.79285 -2.09072
H 1.21265 4.16233 -3.11130
C 1.53028 5.47921 0.87928
O -2.78225 1.05505 -1.82232
O 1.28076 -2.40435 3.29779
C 0.28717 2.55117 -0.58821
C 2.03466 3.52756 -3.45653
C 0.64253 -5.30471 4.98114
H 0.83806 -6.18023 4.36508
H 1.94864 -4.56863 6.57352
H 2.19202 5.26556 0.03238
C -1.67568 -3.67105 0.47174
O -4.99070 -2.91607 0.86202
H -1.02137 -3.02127 -0.11409
O 1.71928 6.80808 1.25214
C -1.65487 -4.40779 -3.13677
O 0.19374 -4.14389 4.25254
C -3.73238 -3.47102 -2.96335
C 3.24549 4.33882 -3.87428
C -0.89997 2.41638 -1.30061
Pd -3.31572 2.96176 -3.06521
H -2.79936 -1.91480 -1.77632
O 1.61806 2.92099 -4.66558
C 1.27049 -3.37678 4.03160
C -1.35660 0.17403 -0.27306
H -1.66002 -4.13537 2.54801
H 4.24050 3.89170 -3.82813
O 2.85926 4.66500 -5.20984
C 2.08903 4.64808 2.08404
H 2.84095 3.95801 1.70501
H 1.30688 4.12850 2.63956
H -1.08561 -2.49942 2.30348
O 2.35029 -3.78496 4.66730
Pd 1.86863 -0.18406 2.41066
H 3.36293 5.23622 -3.26302
C 2.13395 3.65815 -5.69498
O 0.16258 -0.58995 1.32427
H -0.04214 -5.50084 5.79922
C 0.75863 1.49269 0.30191


[4]
51
Properties=species:S:1:pos:R:3 method="wB97M-V/def2-TZVPD" de_lowest_kcal_mol=22.9 homo_ev=-8.7509 smiles="O=C(/C=C/c1ccccc1)c1ccc(O[C@@H]2O[C@H](CO)[C@@H](O)[C@H](O)[C@H]2O)cc1O" gap_ev=8.40 e_lumo_ha=-0.013
H 1.01726 -1.45981 0.45334
C -2.95248 -2.79276 -1.52203
H -2.43092 -0.63209 2.85451
H -3.57489 -5.91645 -1.05071
H 1.78117 3.11330 -1.92624
H 5.85599 5.37642 -0.33357
O -3.76534 -2.63607 -2.65611
C 2.92089 3.68482 -0.20288
O -0.57677 -2.55994 -0.97270
C -1.64577 -2.02034 -1.74162
O -1.49734 -2.26780 1.16131
C 0.40599 1.19499 2.47292
C 4.70139 4.80083 -2.04281
H -1.34070 -2.15731 -2.78702
H -2.34356 -0.34888 -0.53943
C -1.45360 -0.35699 2.49468
H 1.16769 2.52972 0.21792
H -0.85386 -5.69950 1.03857
H -3.47794 -2.40704 -0.63177
C -1.84763 -0.51506 -1.50658
C 1.06423 0.33481 1.59297
C 4.08194 4.33161 0.22948
H 3.34654 4.09797 -3.54406
C 0.97377 2.48299 2.89048
H -0.92585 2.27322 4.16091
C 2.00211 3.09936 2.04437
H 4.30084 4.40008 1.28380
O 0.57970 3.06281 3.90417
H -4.40921 -3.35790 -2.64338
H 5.39256 5.23179 -2.75123
C -2.60247 -4.25891 -1.25897
C 4.96171 4.88151 -0.68270
O -1.51348 1.52552 3.88670
H 2.06413 0.57833 1.26884
O -2.58312 0.06134 -2.54927
C 2.67489 3.61068 -1.57717
H -0.87356 -0.01756 -1.48887
C -0.85818 0.80460 2.97672
C 3.55398 4.16462 -2.48610
H -1.90651 -4.61994 -2.03134
C -0.90971 -3.15468 0.24146
C 1.97632 3.06048 0.70511
C -0.80013 -1.16239 1.57547
H 2.72051 3.70223 2.58010
H -3.31688 -0.53024 -2.76487
C -1.89924 -4.33948 0.09991
O -1.27333 -5.59422 0.17618
H 0.05302 -3.53022 0.62781
C 0.48595 -0.83135 1.14668
O -3.79238 -5.00627 -1.28477
H -2.65773 -4.23085 0.89181


[5]
51
Properties=species:S:1:pos:R:3 method="wB97M-V/def2-TZVPD" de_lowest_kcal_mol=22.1 homo_ev=-8.8080 smiles="O=C(/C=C/c1ccccc1)c1ccc(O[C@@H]2O[C@H](CO)[C@@H](O)[C@H](O)[C@H]2O)cc1O" gap_ev=8.42 e_lumo_ha=-0.014
C -3.09999 -2.47872 0.01357
C 2.91294 -0.14679 0.97158
H 4.84637 1.75524 1.37656
H 3.21435 -1.41630 -1.36948
H 6.22113 2.61981 -0.72390
O -1.02843 -4.20496 -0.90852
C -4.94372 2.03345 -0.71708
O 2.40064 -1.31433 0.36780
C -4.11824 -1.44929 0.26217
H 5.27579 0.50158 -1.37964
H -2.01134 -4.31404 -0.82883
H 2.99609 2.29212 -1.18987
O 6.54872 0.80176 0.92717
H -6.28208 -0.22838 1.41210
C -5.88385 3.03636 -0.58508
O 4.69589 -0.67386 2.47520
C 5.16037 0.93192 0.72511
C -5.07043 0.83360 -0.01181
H 1.37195 -3.40016 -0.64729
H 3.19439 0.84007 -3.03950
C -6.96439 2.86952 0.26587
O 5.32631 2.54075 -1.07989
H 1.81074 0.22417 -2.09934
H -7.93535 1.55564 1.65036
C -0.70596 -3.03957 -0.35108
H 4.75035 -1.17595 0.47883
C 1.04609 -1.52065 0.33102
O 3.55474 -0.89216 -2.11185
H 2.47811 -0.01670 1.97212
C 0.09548 -0.64155 0.85034
H 6.88520 0.10057 0.35283
H -1.96289 -0.29315 1.19787
C -4.05054 -0.18727 -0.17935
C -1.68107 -2.13460 0.13831
C -6.16546 0.68061 0.84253
H 0.39240 0.28620 1.30905
C 3.30023 1.27177 -0.93807
H -4.09816 2.17314 -1.37601
C -7.09829 1.68924 0.98068
C 2.90149 0.34724 -2.10994
O -3.46190 -3.61603 -0.30106
C 0.64251 -2.70655 -0.26213
O 2.58354 1.00787 0.26488
H 5.60691 -0.40889 2.66752
H -5.77293 3.95419 -1.14354
H -5.01681 -1.83143 0.72637
C 4.82649 1.27486 -0.73044
C -1.23989 -0.96154 0.75752
C 4.42922 -0.35006 1.13784
H -3.18120 0.12452 -0.74659
H -7.69550 3.65672 0.37508


[6]
48
Properties=species:S:1:pos:R:3 method="wB97M-V/def2-TZVPD" total_charge=-1 de_lowest_kcal_mol=0.7 homo_ev=-5.1080 gap_ev=7.71 e_lumo_ha=0.096
C 0.99079 -2.62425 3.00003
H 0.23172 0.28885 -1.35044
C 0.75876 2.75978 -5.49661
C -2.82439 1.96746 1.89125
C 3.71333 -1.28517 -0.80250
H -2.33511 -4.06831 4.32205
Cl -4.04035 3.09599 1.32743
H -3.97432 1.30690 3.81788
H 2.70546 -3.17693 -0.90500
B -3.36731 0.83069 2.88644
C -0.44821 2.17041 -5.84728
C -1.13246 2.19658 -3.54153
C -0.11683 -2.69960 2.16732
H 1.49599 2.97970 -6.25875
H 1.91753 -2.20383 2.62881
H 4.44004 0.73229 -0.73098
H -0.53635 0.87048 2.85841
C -0.29181 -3.60118 4.78305
H -1.86765 1.98331 -2.77554
H -2.33508 1.43032 -5.14236
H -0.36260 0.34641 1.19055
C 0.07542 2.78284 -3.19133
C 0.90322 -3.07648 4.30925
C 3.57304 0.09534 -0.85397
Cl -1.11079 3.40896 0.36128
C 1.20850 -0.15526 -1.20763
C 2.60031 -2.10044 -0.95381
H -2.17642 -3.26099 1.99061
H 0.27198 3.01425 -2.15195
H 0.52414 1.77134 1.77770
C 1.02025 3.06531 -4.16795
C -1.39335 1.88931 -4.86977
C -0.41911 1.22652 1.83560
C 2.32108 0.65972 -1.05330
H -0.65186 1.92873 -6.88302
H 1.96313 3.52118 -3.89268
H 4.68903 -1.72520 -0.63811
H -0.36239 -3.94563 5.80738
C -1.31131 -3.22373 2.63946
H -0.05045 -2.34040 1.14895
Br -4.64915 -0.41688 1.82023
H 2.20742 1.73580 -1.08119
C -1.39903 -3.67383 3.94900
C -1.56914 2.11503 1.46995
H 1.76383 -3.01223 4.96365
H 0.48017 -2.16855 -1.27708
H -2.47945 0.11932 3.28767
C 1.34974 -1.53390 -1.16122


[7]
73
Properties=species:S:1:pos:R:3 method="wB97M-V/def2-TZVPD" total_charge=+1 de_lowest_kcal_mol=6.7 homo_ev=-12.7948 gap_ev=9.28 e_lumo_ha=-0.129
H 0.20570 -1.88098 -9.77593
H -2.31608 -0.71535 1.06179
H -1.36626 -2.29625 -4.46703
O -0.82028 -1.45314 -7.23104
H -7.06587 4.75042 7.06709
C -2.25652 -1.66642 -4.47213
C 0.85021 2.02088 5.88564
C -5.81852 6.28299 5.12982
F -1.32186 -2.31154 1.73601
Cl 3.23974 1.37942 6.87546
H -0.70449 -0.73429 5.05137
C -0.00288 0.00595 5.39054
N -0.19261 1.36469 5.42500
O -2.65272 -0.36709 -1.35449
F 5.06752 1.40527 2.58160
F 5.56997 -0.03161 -5.54434
H -0.54272 -0.72480 -0.59427
H 1.37442 -2.98654 -9.02747
C -0.21778 -0.67101 0.43773
C -5.24172 4.26368 5.94039
O 1.95751 -1.69587 1.95307
C -1.32053 -1.00307 1.39892
O 3.21771 0.13135 2.36341
H -5.58981 3.23843 5.83394
H 4.30946 0.34811 4.09744
O 4.14607 -1.90450 2.42540
P -1.65481 2.25206 4.93304
H 1.17568 -1.89941 -6.85232
C 0.54069 -1.51768 -7.66490
N 1.72913 1.06642 6.19234
O -0.05219 1.82882 2.73331
H 1.75002 -1.10718 6.01940
C 4.46953 0.27699 3.01864
H -2.41104 -1.28547 -5.47281
H 5.71522 -0.81766 1.62188
C -3.46678 -2.37823 -3.93069
C -0.27127 0.84613 2.07577
O 3.67409 -1.24950 -5.68359
O 4.54099 -3.31090 -5.65656
O -5.49111 5.01738 4.75003
H -1.28373 3.34415 4.13671
H -4.17134 4.25402 6.14590
H 6.38417 -2.76315 -4.84393
O -5.93258 6.36645 6.48919
F 0.94830 -0.26722 -8.01681
O -3.34528 -2.16057 -2.52712
C -2.68818 -0.98479 -2.37588
C -6.01717 5.03927 6.97465
H 4.83919 -1.06273 -3.99665
H 0.92678 3.09200 5.97501
O -2.41940 -3.05325 -7.18482
C 4.95445 -1.14038 -5.07941
O -5.98491 7.18428 4.38394
C 5.21229 -0.95867 2.57909
H -2.50649 1.37978 4.23345
H -4.42101 -1.98086 -4.27956
C 1.24095 -0.16785 5.88564
H 6.10789 -2.27291 -6.52510
C 3.42027 -2.57786 -5.81517
O -2.09257 -0.59791 -3.52134
C -1.38721 -2.64109 -7.60437
O -0.95487 -0.22667 2.54708
H 0.66108 -1.29765 0.56796
O 2.34314 -3.03414 -6.03908
F -3.41962 -3.70410 -4.17402
F -5.42525 4.97555 8.19225
C 3.00881 -1.20733 2.21950
O 0.11144 0.68094 0.81368
H 5.93749 -1.30121 3.31280
O -2.28147 2.72314 6.17351
C 5.64056 -2.39835 -5.54770
C 0.45924 -2.42293 -8.86295
O -0.62074 -3.28846 -8.50788


[8]
56
Properties=species:S:1:pos:R:3 method="wB97M-V/def2-TZVPD" de_lowest_kcal_mol=0.0 homo_ev=-7.7514 smiles="O=S(=O)(c1ccccc1)N(SC(F)(F)F)S(=O)(=O)c1ccccc1.CCc1c(C)c[nH]c1C" gap_ev=7.57 e_lumo_ha=-0.007
H -0.03196 -1.79887 -3.43528
C -0.85587 3.24947 6.67245
C -3.26485 4.39362 5.83813
F 2.01320 2.99977 1.77584
S 0.48174 0.99032 2.40325
C -1.64727 2.61705 5.71135
C -2.46249 5.05860 6.77149
O 0.17256 0.69224 5.62282
H 0.37392 -4.57189 -5.93826
H 1.79934 -5.62494 -5.93857
H -0.63012 4.99199 7.92146
C 1.89365 -2.03035 -4.36205
C 0.47766 -1.60154 -4.38757
H -2.78310 6.01717 7.18200
C 4.68058 -4.49371 -4.44761
C 1.47465 -4.57486 -4.04772
C 0.96907 -5.25751 -5.32682
C -1.25904 4.48197 7.18948
H -3.14103 3.06112 -1.45384
F -0.13444 3.37062 1.38686
S -1.15259 0.98716 5.14199
H -3.49558 2.61693 4.62129
C -0.82016 0.56015 -1.28090
H 3.08724 -0.17772 -4.76311
H -1.41862 1.90842 -2.85934
C -2.54395 2.24627 -1.04159
H 5.19066 -4.62063 -5.41205
C -1.96289 0.84244 0.81200
H 0.60831 -4.26886 -3.44798
C -2.74969 1.85753 0.27927
H 0.40649 -0.52463 -4.59324
F 0.64348 3.45480 3.44767
O -3.50548 0.93114 2.90060
H 0.06673 2.78354 6.99947
H 0.33819 -6.11446 -5.07081
H 2.02669 -5.31498 -3.45433
C -2.87100 3.15647 5.32480
S -2.28877 0.30329 2.46611
H -0.49225 -0.69567 0.43393
C -1.57668 1.60512 -1.82130
H -0.04948 0.06061 -1.87428
O -2.07155 -1.11323 2.54304
O -2.25969 0.10418 5.35336
N 4.11124 -2.08282 -4.65562
C -1.03942 0.14908 0.02724
C 3.72049 -3.37885 -4.44977
H -4.20574 4.83478 5.50720
H 4.15597 -5.42454 -4.21279
H 5.45698 -4.33855 -3.68689
C 0.75061 2.81099 2.25864
H 5.06096 -1.81722 -4.89549
H -0.09980 -2.11356 -5.17197
C 3.02294 -1.23651 -4.52734
C 2.33911 -3.38562 -4.24457
H -3.49243 2.33452 0.90915
N -1.01652 1.09013 3.30021